ORCA calculation (the ωB97M-V functional and the def2-TZVPD basis) on an isolated molecule of CClNS.

Values from the calculation:
LUMO level = -0.550 eV
Gap between HOMO and LUMO = 9.0 eV
Highest occupied orbital energy = -9.5265 eV
Relative energy (zero: lowest compared OMol25 entry of this formula, charge and spin) = 93.2 kJ/mol
Net charge = 0
SMILES = S=C=NCl

Positions of all 4 atoms, in Å:
Cl  0.40  -0.77  2.06
N  0.31  -0.17  0.45
C  -0.19  0.12  -0.59
S  -0.51  0.81  -1.92


ORCA calculation (the ωB97M-V functional and the def2-TZVPD basis) on a structure of composition CEuF3O2S.

Values from the calculation:
LUMO level (spin up / spin down) = -1.849 / -2.652 eV
Expectation value of S² = 20.02
Spin multiplicity = 9
Gap between HOMO and LUMO (spin up / spin down) = 6.7 / 4.5 eV
Highest occupied orbital energy (spin up / spin down) = -8.5604 / -7.1034 eV
Net charge = 0

Positions of all 8 atoms, in Å:
F  -2.54  1.12  -1.29
O  0.52  -2.01  0.41
S  -0.52  -1.28  -0.53
C  -0.15  0.55  -0.10
Eu  2.43  -1.21  1.26
O  1.24  0.56  0.62
F  0.06  1.29  -1.22
F  -1.03  0.97  0.85


ORCA calculation (the ωB97M-V functional and the def2-TZVPD basis) on a structure of composition CF2Hg.

Values from the calculation:
LUMO level (spin up / spin down) = 4.282 / 4.160 eV
Expectation value of S² = 0.76
Spin multiplicity = 2
Gap between HOMO and LUMO (spin up / spin down) = 6.0 / 6.3 eV
Highest occupied orbital energy (spin up / spin down) = -1.7565 / -2.1025 eV
Relative energy (zero: lowest compared OMol25 entry of this formula, charge and spin) = 0.0 kJ/mol
Net charge = -1

Positions of all 4 atoms, in Å:
F  -0.74  0.56  -1.10
F  0.95  1.11  0.17
Hg  -0.14  -1.86  0.86
C  -0.07  0.19  0.07


ORCA calculation (the ωB97M-V functional and the def2-TZVPD basis) on an isolated molecule of CF2I2.

Values from the calculation:
LUMO level (spin up / spin down) = -1.803 / -1.803 eV
Gap between HOMO and LUMO (spin up / spin down) = 7.8 / 7.8 eV
Highest occupied orbital energy (spin up / spin down) = -9.5935 / -9.5939 eV
Relative energy (zero: lowest compared OMol25 entry of this formula, charge and spin) = 63.2 kJ/mol
Net charge = 0
SMILES = FC(F)(I)I

Positions of all 5 atoms, in Å:
C  0.22  0.18  -0.04
F  0.56  0.92  -1.07
I  1.24  -1.66  0.10
I  -2.33  -0.34  -0.05
F  0.31  0.89  1.06


ORCA calculation (the ωB97M-V functional and the def2-TZVPD basis) on a cluster of 2 separate species, CF2N4 in total.

Values from the calculation:
LUMO level = -0.343 eV
Gap between HOMO and LUMO = 9.9 eV
Highest occupied orbital energy = -10.2831 eV
Relative energy (zero: lowest compared OMol25 entry of this formula, charge and spin) = 96.7 kJ/mol
Net charge = 0

Positions of all 7 atoms, in Å:
N  -1.07  1.62  0.74
N  1.51  -1.18  -0.59
F  1.59  0.32  1.10
C  -1.98  1.08  0.28
F  -2.90  0.56  -0.40
N  1.07  -0.76  0.45
N  1.79  -1.63  -1.58


ORCA calculation (the ωB97M-V functional and the def2-TZVPD basis) on a cluster of 2 separate species, CF2O2 in total.

Values from the calculation:
LUMO level (spin up / spin down) = -4.647 / -4.694 eV
Gap between HOMO and LUMO (spin up / spin down) = 7.4 / 7.3 eV
Highest occupied orbital energy (spin up / spin down) = -11.9999 / -12.0141 eV
Relative energy (zero: lowest compared OMol25 entry of this formula, charge and spin) = 262.3 kJ/mol
Net charge = 0

Positions of all 5 atoms, in Å:
F  0.92  1.09  -0.73
O  -0.71  -0.38  -0.48
F  -0.43  -1.92  0.23
C  0.13  0.41  -0.07
O  0.10  0.81  1.05


ORCA calculation (the ωB97M-V functional and the def2-TZVPD basis) on an isolated molecule of CF3IOS.

Values from the calculation:
LUMO level = -1.374 eV
Gap between HOMO and LUMO = 8.1 eV
Highest occupied orbital energy = -9.5003 eV
Relative energy (zero: lowest compared OMol25 entry of this formula, charge and spin) = 217.2 kJ/mol
Net charge = 0

Positions of all 7 atoms, in Å:
S  1.14  0.84  0.07
F  -1.00  -0.72  -0.43
O  0.62  0.19  -3.22
I  1.81  -0.27  -1.94
C  -0.49  -0.03  0.56
F  -0.25  -1.00  1.54
F  -1.35  0.86  0.99


ORCA calculation (the ωB97M-V functional and the def2-TZVPD basis) on a structure of composition CF3LiNaO4P.

Values from the calculation:
LUMO level = -1.255 eV
Gap between HOMO and LUMO = 8.7 eV
Highest occupied orbital energy = -9.9285 eV
Relative energy (zero: lowest compared OMol25 entry of this formula, charge and spin) = 40.9 kJ/mol
Net charge = 0

Positions of all 11 atoms, in Å:
Na  -0.30  -2.08  -1.17
F  0.46  -1.79  0.86
O  -1.39  -0.13  -0.71
P  1.45  0.10  0.05
O  1.44  -0.64  -1.25
C  -1.15  0.70  0.20
O  -2.00  1.35  0.81
F  2.39  -0.24  1.27
F  2.26  1.45  -0.27
O  0.15  0.88  0.62
Li  -3.31  0.40  -0.39


Number 1: DFT total energy -951.163511 a.u.. Number 2: DFT total energy -1596.536554 a.u.. Number 3: DFT total energy -391.195705 a.u.. Number 4: DFT total energy -833.176457 a.u.. Number 5: DFT total energy -456.643759 a.u.. Number 6: DFT total energy -388.096844 a.u.. Number 7: DFT total energy -1108.719216 a.u.. Number 8: DFT total energy -1150.147916 a.u..